1.
The following is a quantum chemistry calculation of a structure of composition C33H86CdCl2N6O14, from the OMol25 dataset.

Computed properties:
- 2S+1: 1
- Gap between HOMO and LUMO: 0.3270 hartree
- Net charge: 0

Positions of all 142 atoms, in Å:
Cd  13.488  17.263  15.049
O  13.780  17.550  16.948
H  14.097  17.838  17.826
O  13.158  19.022  14.139
H  13.116  19.580  13.338
C  11.979  22.370  15.121
C  11.804  22.787  13.666
C  11.235  24.254  13.555
O  12.124  25.250  14.088
C  11.478  26.500  14.227
N  13.101  22.650  13.040
H  12.593  21.474  15.211
H  10.968  22.175  15.478
H  12.498  23.166  15.655
H  11.104  22.036  13.299
H  10.228  24.310  13.966
H  11.089  24.448  12.492
H  10.639  26.304  14.894
H  11.209  27.100  13.358
H  12.142  27.150  14.797
H  13.554  23.314  13.652
H  13.402  21.790  13.475
C  15.548  14.879  18.262
C  14.213  14.137  18.527
C  13.957  14.136  20.076
O  12.726  13.302  20.267
C  12.348  13.092  21.674
N  13.271  14.836  17.694
H  15.969  14.830  17.258
H  16.273  14.527  18.997
H  15.508  15.927  18.562
H  14.293  13.117  18.150
H  13.775  15.124  20.500
H  14.813  13.787  20.653
H  13.105  12.586  22.273
H  11.393  12.566  21.686
H  12.210  14.116  22.021
H  12.321  14.841  18.038
H  13.495  15.812  17.564
C  14.523  18.534  20.219
C  13.107  18.167  20.442
C  12.510  18.768  21.696
O  12.989  18.384  22.927
C  12.297  17.158  23.387
N  12.306  18.428  19.292
H  14.829  19.580  20.205
H  14.762  18.054  19.271
H  15.076  18.042  21.019
H  13.109  17.085  20.570
H  11.452  18.580  21.511
H  12.718  19.837  21.667
H  12.868  16.276  23.097
H  11.237  17.107  23.136
H  12.277  17.211  24.475
H  12.740  18.227  18.402
H  11.589  17.717  19.261
C  16.295  21.683  12.627
C  16.944  20.284  12.907
C  18.475  20.462  13.316
O  18.997  21.138  12.159
C  20.226  21.807  12.347
N  16.183  19.718  13.971
H  15.358  21.743  12.073
H  17.012  22.167  11.965
H  16.307  22.223  13.574
H  16.788  19.580  12.090
H  18.978  19.518  13.526
H  18.628  21.076  14.204
H  20.293  22.473  13.207
H  20.512  22.450  11.515
H  21.002  21.062  12.524
H  15.243  19.487  13.684
H  16.047  20.345  14.751
C  12.211  13.239  14.224
C  12.252  14.770  14.223
C  11.158  15.433  15.019
O  11.405  16.896  14.960
C  10.414  17.660  15.586
N  13.509  15.149  14.897
H  12.923  12.901  13.470
H  11.209  12.939  13.917
H  12.383  12.810  15.211
H  12.217  15.205  13.224
H  11.122  15.078  16.049
H  10.197  15.176  14.573
H  10.806  18.654  15.802
H  10.174  17.224  16.556
H  9.515  17.659  14.969
H  14.179  14.450  14.608
H  13.601  14.819  15.847
C  15.512  16.611  12.109
C  16.156  16.226  13.440
C  17.648  16.417  13.478
O  18.179  16.262  14.793
C  19.549  16.488  14.920
N  15.568  17.052  14.474
H  15.419  17.657  11.819
H  14.458  16.351  12.217
H  15.846  15.984  11.283
H  15.889  15.179  13.585
H  17.938  17.408  13.130
H  18.112  15.754  12.749
H  20.080  15.697  14.392
H  19.729  16.192  15.953
H  19.925  17.492  14.721
H  15.894  17.986  14.272
H  16.234  16.861  15.209
C  11.650  17.934  11.551
C  10.570  19.017  11.845
O  10.070  19.837  10.767
C  8.901  20.401  10.758
O  7.936  20.072  11.425
O  8.848  21.241  9.718
C  7.625  22.025  9.407
H  11.288  17.228  10.804
H  11.824  17.179  12.317
H  12.630  18.378  11.375
H  10.967  19.621  12.661
H  9.752  18.484  12.329
H  7.779  22.453  8.417
H  7.524  22.874  10.083
H  6.693  21.467  9.495
C  15.903  26.096  15.774
C  16.546  24.748  16.006
O  15.458  23.769  16.100
C  15.826  22.618  16.633
O  17.001  22.148  16.584
O  14.686  22.017  17.070
C  14.657  20.919  17.871
H  15.186  26.345  16.557
H  15.528  26.197  14.756
H  16.601  26.933  15.746
H  17.060  24.698  16.966
H  17.297  24.454  15.273
H  15.087  21.290  18.802
H  15.138  20.033  17.457
H  13.587  20.765  18.011
C  18.121  19.062  16.848
Cl  17.990  18.066  18.253
Cl  19.828  19.479  16.599
H  17.913  18.364  16.037
H  17.547  19.986  16.910


2.
The following is a quantum chemistry calculation of a structure of composition C26H52AsF12N6O10, from the OMol25 dataset.

Computed properties:
- 2S+1: 1
- Gap between HOMO and LUMO: 0.3277 hartree
- Net charge: -1
- ΔE to the lowest compared entry with this formula, charge and spin: 103.4 kcal/mol

Positions of all 107 atoms, in Å:
As  -0.094  -0.970  1.185
F  -1.322  -1.195  2.496
F  -0.604  0.733  1.151
F  0.927  -0.515  -0.259
F  0.432  -2.654  1.052
F  -1.401  -1.318  -0.014
F  1.271  -0.630  2.353
C  3.941  0.993  8.310
C  2.919  -0.074  8.564
O  2.525  -0.316  9.740
N  2.533  -0.844  7.519
C  1.475  -1.817  7.673
H  3.979  1.433  7.314
H  4.894  0.508  8.521
H  3.775  1.847  8.967
H  2.875  -0.825  6.569
H  0.656  -1.571  8.349
H  1.681  -2.779  8.140
H  1.139  -1.952  6.645
C  4.218  3.921  1.496
C  4.366  3.863  -0.019
O  5.419  3.473  -0.414
N  3.383  4.125  -0.897
C  2.198  4.883  -0.713
H  3.246  3.502  1.753
H  4.219  4.961  1.823
H  4.969  3.267  1.938
H  3.458  4.202  -1.901
H  2.390  5.896  -0.360
H  1.375  4.354  -0.232
H  1.877  5.115  -1.728
C  4.213  0.587  -7.149
C  4.148  0.469  -5.693
O  5.199  0.748  -5.084
N  3.125  -0.124  -5.021
C  1.899  -0.645  -5.682
H  5.147  0.931  -7.594
H  3.443  1.335  -7.335
H  3.919  -0.329  -7.661
H  3.147  -0.032  -4.015
H  1.193  -1.029  -4.945
H  2.035  -1.491  -6.356
H  1.587  0.044  -6.466
C  -4.769  -4.374  -5.105
C  -3.580  -5.301  -4.805
O  -3.332  -6.319  -5.475
N  -2.825  -4.949  -3.751
C  -1.558  -5.711  -3.472
H  -4.740  -3.427  -4.566
H  -5.565  -4.983  -4.676
H  -4.917  -4.159  -6.163
H  -3.021  -4.075  -3.285
H  -1.717  -6.346  -2.600
H  -0.771  -5.096  -3.035
H  -1.064  -6.272  -4.265
C  -1.195  2.639  6.399
C  -0.887  3.657  7.487
O  -0.620  4.849  7.244
N  -0.936  3.153  8.714
C  -0.534  3.760  9.929
H  -0.237  2.423  5.926
H  -1.953  3.032  5.722
H  -1.524  1.690  6.825
H  -1.278  2.220  8.890
H  -0.757  3.258  10.870
H  -1.098  4.692  9.909
H  0.516  4.052  9.939
C  5.966  -2.869  -0.518
C  6.801  -2.574  -1.758
O  7.400  -1.509  -1.886
N  6.559  -3.508  -2.698
C  7.104  -3.609  -3.992
H  6.164  -3.907  -0.249
H  4.933  -2.817  -0.861
H  6.228  -2.238  0.331
H  5.806  -4.128  -2.438
H  6.293  -3.594  -4.720
H  7.600  -4.541  -4.259
H  7.712  -2.722  -4.171
C  -6.753  -2.181  3.463
C  -6.704  -2.714  2.009
O  -7.781  -2.113  1.355
C  -8.243  -2.387  0.192
O  -7.870  -3.300  -0.551
C  -9.417  -1.365  -0.214
F  -9.911  -0.698  0.847
F  -8.951  -0.492  -1.130
F  -10.395  -2.066  -0.844
H  -6.131  -2.657  4.220
H  -7.672  -2.131  4.047
H  -6.399  -1.155  3.370
H  -6.978  -3.724  2.313
H  -5.728  -2.745  1.524
C  -3.853  2.064  -4.291
C  -2.398  2.291  -4.636
O  -2.354  3.543  -5.272
C  -1.301  4.085  -5.771
O  -0.186  3.582  -5.710
C  -1.575  5.599  -6.181
F  -1.361  5.703  -7.420
F  -2.826  6.032  -5.795
F  -0.602  6.328  -5.557
H  -3.981  1.231  -3.599
H  -4.595  2.002  -5.086
H  -4.087  2.926  -3.666
H  -2.166  1.476  -5.322
H  -1.764  2.392  -3.756


no.,highest occupied orbital energy (eV)
1,-8.43
2,-7.17